Entry 1:
This record from OMol25 describes C16H26Al2Br2F14O9S as an isolated structure. The level of theory is ωB97M-V/def2-TZVPD.

Each line ends with the natural charge from an NBO analysis.
Atoms and positions in Å:
O  -0.972183  7.379353  -1.006735  -0.625
C  -1.080358  6.114827  -1.301256  0.641
O  0.116670  5.369020  -1.398927  -0.512
C  0.397368  4.604426  -0.184382  -0.130
C  0.629038  5.487129  1.135344  -0.145
O  0.098525  4.736709  2.267390  -0.501
C  -0.396355  5.577676  3.282364  1.168
F  0.682846  6.268693  3.863566  -0.298
F  -0.936377  4.707114  4.289566  -0.334
F  -1.457288  6.430914  2.887130  -0.345
C  -2.563942  5.573091  -1.568229  0.560
F  -3.420832  6.720966  -1.656511  -0.273
F  -2.562396  4.989165  -2.863985  -0.265
C  -3.164853  4.625235  -0.416698  0.578
F  -4.498315  5.096132  -0.168455  -0.266
F  -2.486488  4.718702  0.854831  -0.414
C  -3.366035  3.091478  -0.910076  0.934
F  -3.874675  2.336738  0.211334  -0.345
F  -4.399418  3.060355  -1.870365  -0.206
F  -2.173150  2.514606  -1.406269  -0.305
H  1.385831  4.036165  -0.374335  0.274
H  -0.390023  3.769951  -0.047741  0.239
H  1.774171  5.573489  1.273993  0.235
H  0.240522  6.558257  1.079304  0.220
C  0.450179  0.278093  0.154897  -0.280
O  -0.065892  1.572683  0.447381  -0.746
H  1.544573  0.344426  0.055888  0.236
H  0.197910  -0.404361  0.968425  0.199
H  0.024727  -0.085241  -0.783093  0.197
H  -1.025013  1.486646  0.529395  0.458
Al  -3.552977  4.441920  2.834715  0.963
Br  2.147393  -1.284779  0.856908  -0.045
C  5.412531  -2.007523  1.836299  -0.310
O  4.652799  -3.059445  1.537548  -0.310
H  6.287612  -2.195232  2.488320  0.224
H  5.884977  -1.473165  0.994283  0.198
H  4.927512  -1.172693  2.374762  0.189
C  0.909819  -4.594900  -0.128188  -0.614
C  -0.361607  -5.026472  -0.847813  -0.408
C  -1.453371  -3.958528  -0.825466  -0.399
C  -1.985640  -3.572224  0.563666  -0.412
C  -2.574838  -4.717486  1.399134  -0.301
C  -3.789456  -5.361259  0.749676  -0.621
H  0.730514  -4.408332  0.930912  0.198
H  1.670339  -5.377756  -0.202733  0.217
H  1.317099  -3.683836  -0.574439  0.223
H  -0.730395  -5.964385  -0.421149  0.190
H  -0.110697  -5.246128  -1.890986  0.218
H  -2.288480  -4.295660  -1.448962  0.198
H  -1.065168  -3.053633  -1.308348  0.208
H  -2.758635  -2.805242  0.432596  0.209
H  -1.184211  -3.095322  1.138992  0.211
H  -2.869586  -4.317140  2.375003  0.212
H  -1.809669  -5.503330  1.607360  0.179
H  -4.576055  -4.621247  0.579920  0.220
H  -4.194608  -6.141915  1.399507  0.219
H  -3.538527  -5.826000  -0.206288  0.218
C  4.589310  -2.641182  -2.478033  0.690
F  3.831432  -2.981111  -1.408260  -0.338
F  5.728534  -3.368100  -2.377301  -0.330
F  3.938090  -3.121607  -3.566999  -0.335
S  4.903238  -0.808286  -2.570742  2.324
O  5.599608  -0.482983  -1.328051  -1.008
O  3.575220  -0.203915  -2.671483  -1.017
O  5.720657  -0.624978  -3.764097  -0.982
Al  -0.728501  7.331047  -3.225925  0.966
Br  -0.319241  -6.336096  2.394391  -0.053
F  -5.147263  4.725160  -2.617366  -0.822
O  2.489441  -8.149057  -0.272923  -0.528
H  2.014032  -7.549617  0.297808  0.414

Cartesian forces, eV/Å:
-0.452 -4.771 -1.499
1.586 2.633 2.497
-3.149 1.439 0.522
0.839 -2.152 1.356
1.653 0.463 -1.078
-1.813 2.471 1.328
1.726 -1.909 1.056
-3.267 -0.907 -1.336
0.939 2.256 -2.454
2.342 -1.462 0.860
-1.631 1.162 -1.768
2.730 -2.668 0.407
0.533 1.019 3.144
-3.998 0.048 -1.313
3.736 -1.208 0.454
-0.415 -0.027 -2.080
-2.523 -1.799 -1.615
1.851 1.711 -1.965
5.019 -2.164 4.146
-2.843 1.519 1.570
-1.779 1.022 -0.104
1.298 1.490 -0.087
-1.912 -0.123 -0.057
0.161 -1.564 0.027
-1.440 0.783 -0.498
-0.294 0.718 0.239
-0.519 1.018 -0.609
-0.545 0.172 -0.131
0.298 -0.196 -0.017
0.250 -0.164 0.007
-0.281 -0.140 0.250
3.603 -3.352 1.321
1.114 2.270 -0.838
-1.632 0.598 0.081
-0.218 -0.861 0.373
-0.236 -0.529 -0.421
-0.376 -0.449 0.517
-0.007 0.079 -0.160
0.106 0.071 -0.035
-0.200 -0.046 -0.100
0.635 -0.334 0.111
-1.475 1.854 -0.594
0.271 -0.720 0.141
0.139 0.103 -0.109
0.061 0.099 0.043
0.022 -0.154 0.001
-0.051 0.011 -0.059
-0.097 0.005 0.083
0.001 0.053 0.030
-0.033 -0.047 0.061
-0.105 -0.113 0.108
-0.002 -0.032 -0.030
0.266 -0.220 0.047
0.466 -0.462 -0.008
0.104 0.072 0.019
-0.052 0.067 -0.106
-0.052 0.076 0.034
-0.095 -1.122 0.021
0.231 0.410 -0.348
-0.336 0.654 -0.033
0.230 0.538 0.323
0.577 1.804 -0.348
-0.456 -0.705 -0.291
0.201 -0.759 0.210
-0.538 -0.677 0.605
0.280 1.068 -1.542
0.372 -0.666 0.187
-0.502 2.509 -0.827
0.127 -0.486 -0.208
-0.444 0.722 0.485

The net charge is 0. The molar mass is 874.2 g/mol. The calculation puts the HOMO energy at -7.40 eV. For the HOMO-LUMO gap, the calculation gives 2.24 eV.



Entry 2:
This record from OMol25 describes C16H26AlO4 as an isolated structure. The level of theory is ωB97M-V/def2-TZVPD.

Each line ends with the natural charge from an NBO analysis.
Atoms and positions in Å:
C  1.482641  -3.061215  0.346497  -0.245
O  0.167951  -2.627691  0.601887  -0.539
C  -0.825416  -3.369564  -0.062125  -0.041
C  -2.170687  -2.654772  -0.068570  -0.412
C  -2.408516  -1.596078  -1.155776  -0.396
C  -1.927500  -0.144754  -0.934320  0.205
C  -2.859094  0.461400  0.135601  -0.067
O  -2.385826  1.709694  0.581080  -0.521
C  -3.124132  2.204435  1.657729  -0.235
C  -2.053980  0.621683  -2.289107  -0.071
O  -1.226885  1.749675  -2.285324  -0.949
Al  0.272065  1.207289  -1.447118  1.911
C  1.611683  0.515611  -2.759474  -1.287
C  1.042342  2.488626  -0.108015  -1.019
C  2.111264  1.899550  0.763143  0.026
C  1.924075  0.651849  1.386508  -0.255
C  2.902102  0.108564  2.203523  -0.201
C  4.109481  0.772702  2.418591  -0.272
C  4.319213  1.999031  1.797796  -0.237
C  3.333029  2.549882  0.993545  -0.195
O  -0.608219  -0.063364  -0.521631  -0.949
H  1.998498  -2.333912  -0.291481  0.193
H  1.507186  -4.045029  -0.138221  0.156
H  2.027524  -3.138338  1.292418  0.172
H  -0.526759  -3.574763  -1.101986  0.156
H  -0.936119  -4.345514  0.442069  0.144
H  -2.376369  -2.267234  0.934083  0.208
H  -2.905388  -3.453235  -0.243331  0.189
H  -1.971367  -1.958122  -2.093096  0.199
H  -3.494111  -1.537694  -1.324855  0.189
H  -3.870576  0.577464  -0.290909  0.146
H  -2.932986  -0.218425  0.998800  0.149
H  -2.692012  3.165381  1.943834  0.186
H  -3.086094  1.522092  2.521976  0.154
H  -4.182946  2.361151  1.394834  0.148
H  -1.740511  -0.091841  -3.076246  0.131
H  -3.096765  0.900412  -2.502713  0.145
H  2.446445  1.224083  -2.843564  0.206
H  2.042450  -0.454770  -2.488325  0.208
H  1.162451  0.426907  -3.756478  0.210
H  0.187775  2.774891  0.519867  0.239
H  1.414336  3.407979  -0.576547  0.202
H  0.995436  0.111985  1.222167  0.251
H  2.714755  -0.853115  2.674103  0.195
H  4.870566  0.334346  3.054483  0.193
H  5.254130  2.527688  1.951591  0.192
H  3.504859  3.515059  0.523087  0.188

Cartesian forces, eV/Å:
0.076 0.099 -0.021
-0.049 -0.121 0.188
0.009 0.088 -0.131
-0.039 -0.109 0.006
-0.020 0.102 -0.020
-0.268 -0.075 0.154
0.023 0.017 -0.065
0.004 0.086 -0.038
-0.038 0.018 0.018
0.148 0.164 0.066
0.061 -0.180 -0.009
-0.189 -0.034 0.106
0.067 0.151 0.071
0.140 0.167 0.105
0.005 -0.019 0.013
0.004 0.201 -0.002
0.109 0.006 0.063
-0.117 -0.043 -0.062
0.005 -0.209 0.139
-0.160 -0.001 -0.198
0.122 -0.216 -0.229
-0.042 -0.077 -0.002
-0.019 0.041 0.013
-0.032 0.039 -0.035
0.016 0.053 0.036
-0.024 0.028 -0.053
0.086 0.009 -0.049
0.002 0.083 0.076
0.026 -0.008 0.045
0.072 -0.056 -0.076
0.000 -0.027 0.064
0.050 -0.007 -0.019
-0.012 -0.071 -0.004
0.002 0.043 -0.048
0.047 -0.021 0.000
-0.058 0.050 -0.036
-0.029 -0.018 0.073
0.010 -0.069 -0.049
-0.028 0.015 -0.022
0.029 -0.066 0.057
-0.012 -0.096 -0.096
-0.001 -0.007 0.048
0.012 0.033 -0.050
0.066 0.065 -0.013
-0.005 0.030 -0.020
-0.022 0.014 -0.019
-0.027 -0.072 0.026

The net charge is -1. The molar mass is 309.4 g/mol. The calculation puts the HOMO energy at -4.45 eV. For the HOMO-LUMO gap, the calculation gives 7.67 eV.



Entry 3:
This record from OMol25 describes a 2-piece molecular cluster, C16H26F2N3O5 overall. The level of theory is ωB97M-V/def2-TZVPD.

Each line ends with the natural charge from an NBO analysis.
Atoms and positions in Å:
C  -4.020109  0.571855  -4.485225  -0.624
C  -2.792233  0.195254  -3.437114  -0.433
C  -2.870911  -1.420544  -3.171377  -0.451
C  -1.459738  -2.058203  -2.538544  0.321
N  -0.575462  -2.533049  -3.670127  -0.524
C  0.113686  -1.399038  -4.397251  0.925
O  -0.445728  -1.010757  -5.569959  -0.440
F  1.296937  -0.639013  -3.932772  -0.305
C  0.533663  -3.452132  -3.210502  0.897
O  0.440156  -4.754509  -3.581739  -0.445
F  1.688256  -3.092552  -2.355803  -0.314
C  -0.663861  -1.103348  -1.425028  -0.524
C  -0.888702  -1.735725  0.072421  -0.054
N  -0.930196  -0.831465  1.285017  -0.577
C  0.235823  -0.103964  1.303651  0.476
C  1.758325  -0.722592  1.400714  -0.749
C  0.083046  1.549977  1.268264  -0.694
C  -2.309318  -2.552082  -0.166834  -0.244
N  -2.062353  -3.110885  -1.584094  -0.573
H  -4.248046  1.725202  -4.520393  0.247
H  -4.946056  -0.073473  -4.142844  0.207
H  -3.704520  0.140305  -5.549296  0.227
H  -2.993183  0.831331  -2.450072  0.225
H  -1.804489  0.572801  -3.937517  0.234
H  -3.752307  -1.581139  -2.382155  0.224
H  -3.230003  -2.023004  -4.137607  0.269
H  0.496660  -0.988050  -1.519201  0.276
H  -1.014422  0.006373  -1.294548  0.275
H  -0.051031  -2.533315  0.252289  0.195
H  1.759084  -1.908885  1.499297  0.229
H  2.288131  -0.299400  2.383613  0.284
H  2.384082  -0.380756  0.468056  0.256
H  0.685944  1.911904  0.325850  0.262
H  0.524097  1.929877  2.292105  0.244
H  -1.075804  1.808608  1.189820  0.241
H  -2.185409  -3.555723  0.467908  0.243
H  -3.314362  -1.982117  0.030413  0.277
H  -1.488176  -3.952257  -1.356372  0.452
H  -2.915954  -3.563179  -2.031122  0.458
C  3.203930  4.617326  5.765524  -0.629
C  2.725846  3.391143  5.014003  0.059
C  3.654676  2.220672  5.131120  -0.097
O  3.424493  1.518628  3.922808  -0.493
C  3.008257  2.446446  3.009860  0.970
O  2.917033  2.241651  1.811331  -0.599
O  2.712484  3.634890  3.616370  -0.479
H  2.474597  5.428193  5.668975  0.233
H  3.347877  4.402323  6.828765  0.228
H  4.144597  4.993922  5.348264  0.227
H  1.707229  3.128601  5.324422  0.184
H  3.420996  1.590473  5.994169  0.211
H  4.712468  2.503399  5.172467  0.193

Cartesian forces, eV/Å:
0.514 -1.243 -0.014
-1.093 0.858 -0.606
-0.196 0.791 0.161
-1.181 3.085 1.547
4.105 0.618 1.720
-3.205 4.237 -7.580
4.412 -2.828 8.836
-3.839 -3.155 -0.803
0.549 -8.862 -1.221
0.800 9.650 3.007
-3.972 -0.309 -2.718
0.631 1.377 1.771
-0.229 -2.299 0.298
2.871 2.376 -3.715
-1.310 -0.124 0.485
-0.293 -0.122 -0.180
-0.393 -1.582 1.242
1.642 -0.892 2.073
-0.510 -2.075 -0.702
0.445 -2.507 0.056
1.563 1.656 -0.709
-0.752 1.207 2.204
0.642 -1.681 -1.966
-1.719 -0.987 1.146
2.047 0.351 -1.498
1.253 1.318 1.955
-2.206 -0.613 -0.530
0.092 -2.135 -0.884
-1.473 0.956 -0.651
-0.179 2.619 -0.364
-1.346 -0.702 -2.295
-1.082 -0.643 1.921
-1.044 -0.604 2.114
-0.827 -0.298 -2.424
2.664 -0.655 0.134
-1.007 2.430 -0.992
2.140 -1.076 -0.783
0.214 0.831 -0.700
1.014 0.971 0.636
-0.145 0.422 -0.203
0.133 0.877 1.225
0.277 -0.386 0.948
-0.411 0.344 -1.102
0.041 0.004 -2.019
0.287 0.352 2.473
0.156 -1.146 -1.013
0.074 -0.162 0.110
-0.069 -0.041 -0.160
-0.087 -0.240 0.069
0.100 -0.070 -0.040
0.045 -0.019 -0.273
-0.147 0.129 0.013

The net charge is +1. The molar mass is 378.4 g/mol. The calculation puts the HOMO energy at -11.49 eV. For the HOMO-LUMO gap, the calculation gives 7.05 eV.



Entry 4:
This record from OMol25 describes a 4-piece molecular cluster, C16H26FN7O5S overall. The level of theory is ωB97M-V/def2-TZVPD.

Each line ends with the natural charge from an NBO analysis.
Atoms and positions in Å:
N  -0.763039  -0.223871  2.518569  -0.290
C  -1.209150  0.207770  1.357736  0.269
C  -2.013142  0.913505  0.098202  -0.314
C  -3.542338  0.289970  -0.019399  -0.444
C  -4.497374  1.409317  -0.813756  0.033
F  -5.859657  0.828720  -0.847126  -0.378
C  -1.137261  0.780517  -1.291787  0.327
C  -1.242343  2.229664  -2.072047  0.222
N  -1.314778  3.455624  -2.544095  -0.275
N  0.322052  0.513838  -0.942699  -0.525
C  1.143538  0.848443  -2.026829  0.293
S  1.860979  0.661006  -3.595000  0.160
O  -1.581871  -0.295184  -2.194411  -0.367
N  -1.123822  -1.453481  -1.684503  0.378
O  -1.898390  -2.379245  -1.867086  -0.266
H  -2.079273  2.083859  0.323757  0.286
H  -3.989669  0.191516  1.082407  0.264
H  -3.551926  -0.760153  -0.547195  0.252
H  -4.510542  2.357326  -0.092704  0.184
H  -4.064348  1.668375  -1.874911  0.195
C  1.438410  -1.176080  4.705498  -0.720
C  1.991312  -1.750056  5.980146  0.672
O  1.442760  -2.679156  6.569633  -0.637
N  3.138017  -1.211292  6.484174  -0.621
C  3.927489  -0.127578  5.949429  -0.411
H  0.523501  -1.709555  4.431559  0.260
H  1.193174  -0.119930  4.845581  0.229
H  2.162978  -1.295316  3.895664  0.223
H  3.445552  -1.652204  7.343646  0.399
H  4.935985  -0.503990  5.761399  0.194
H  3.974093  0.661778  6.703655  0.195
H  3.510848  0.275418  5.025422  0.215
C  1.116738  4.113982  -4.337511  -0.719
C  2.568282  4.504981  -4.333917  0.673
O  3.383158  3.982781  -3.575682  -0.640
N  2.976638  5.470774  -5.205542  -0.617
C  2.185297  6.199650  -6.167923  -0.411
H  0.946851  3.334133  -3.589402  0.241
H  0.495604  4.977028  -4.083420  0.235
H  0.837698  3.718489  -5.317700  0.224
H  3.967057  5.677337  -5.141711  0.402
H  2.605063  6.016116  -7.160000  0.197
H  2.265840  7.264415  -5.935754  0.198
H  1.135894  5.902353  -6.155631  0.214
C  -0.713406  -5.203055  2.301691  -0.722
C  -1.708379  -4.464704  1.450374  0.674
O  -2.354669  -3.511104  1.880013  -0.637
N  -1.887007  -4.879019  0.163643  -0.617
C  -1.233188  -5.966260  -0.524893  -0.411
H  -0.683831  -4.755902  3.299627  0.255
H  -1.010124  -6.250523  2.401616  0.225
H  0.284288  -5.129554  1.860951  0.226
H  -2.573006  -4.331453  -0.343556  0.403
H  -0.718521  -5.554404  -1.396443  0.197
H  -2.002455  -6.666190  -0.860212  0.196
H  -0.515584  -6.489428  0.108450  0.213

Cartesian forces, eV/Å:
-4.224 4.126 -11.265
2.351 -2.425 8.305
0.113 -0.273 0.863
-0.453 0.684 0.202
0.591 -0.815 1.610
2.853 1.372 -0.284
1.192 1.550 -0.003
-0.979 8.518 -3.121
0.552 -11.782 4.583
3.498 3.200 -6.165
-2.821 -3.619 0.135
-2.164 0.975 5.852
-1.170 2.489 0.448
-1.526 -4.469 0.652
2.234 3.134 -0.094
0.284 -2.668 -0.270
1.139 0.112 -2.510
0.035 2.229 1.083
-0.262 -1.926 -1.862
-1.368 -0.606 1.962
-0.192 -0.118 -0.057
-0.266 -0.717 0.591
0.281 0.474 -0.333
-0.407 -0.275 -0.081
0.196 -0.141 0.378
0.273 0.127 0.175
0.090 -0.061 -0.205
-0.075 0.209 -0.001
-0.084 0.131 -0.240
0.052 0.296 -0.155
0.141 0.186 -0.246
0.003 -0.154 0.197
-0.043 -0.095 0.143
0.849 -0.176 0.389
-0.464 0.185 -0.329
-0.065 -0.436 0.408
0.411 0.167 -0.052
0.217 0.405 -0.290
-0.068 -0.138 -0.166
-0.150 0.136 0.045
-0.273 -0.048 -0.017
-0.276 0.157 -0.105
-0.245 0.027 -0.229
0.234 -0.004 0.075
0.098 0.015 0.270
-0.658 0.770 0.001
0.342 -0.458 -0.214
-0.007 0.183 0.579
-0.291 0.208 -0.292
-0.103 -0.014 -0.300
0.198 0.024 -0.065
-0.054 -0.192 0.042
0.239 -0.165 0.119
0.131 -0.287 -0.032
0.262 -0.198 -0.076
-0.170 0.170 -0.050

The net charge is 0. The molar mass is 447.5 g/mol. The calculation puts the HOMO energy at -9.14 eV. Its SMILES is N#C[C@H](CCF)[C@@](C#N)(N=C=S)ON=O.CNC(C)=O.CNC(C)=O.CNC(C)=O. For the HOMO-LUMO gap, the calculation gives 7.40 eV.